{
  "formula": "C27H23NS",
  "method": "wB97M-V/def2-TZVPD",
  "e_above_lowest_ev": 0.6085,
  "mol_weight_da": 393.55,
  "spin_multiplicity": 1,
  "homo_lumo_gap_ha": 0.184,
  "symbols": ["S", "C", "C", "C", "C", "C", "C", "H", "H", "H", "H", "H", "C", "N", "C", "C", "C", "C", "C", "C", "C", "C", "C", "C", "C", "C", "C", "C", "C", "C", "C", "C", "C", "C", "H", "H", "H", "H", "H", "H", "H", "H", "H", "H", "H", "H", "H", "H", "H", "H", "H", "H"],
  "coordinates": [[1.4035, 1.5004, -1.2651], [1.9234, 2.7647, -0.3154], [3.1521, 2.6346, 0.3957], [3.5618, 3.6232, 1.2773], [2.7716, 4.7707, 1.4703], [1.6247, 4.9714, 0.6817], [1.1996, 3.9869, -0.2034], [3.7292, 1.7223, 0.2289], [4.5015, 3.5044, 1.8249], [3.0586, 5.5081, 2.2147], [1.0634, 5.9074, 0.7704], [0.3059, 4.1038, -0.8195], [-1.2046, -4.2378, -4.6188], [-1.8422, -4.0118, -3.3369], [-2.8716, -4.9483, -2.9385], [-1.3522, -3.0557, -2.4672], [-1.2306, -1.7053, -2.8726], [-0.9275, -0.7336, -1.9322], [-0.4704, -1.0922, -0.6410], [-0.1339, -0.1420, 0.4017], [0.8375, -0.3385, 1.4699], [0.6304, 0.6744, 2.4724], [1.4107, 0.6972, 3.6227], [2.3332, -0.3397, 3.8244], [2.5456, -1.3207, 2.8407], [1.8475, -1.2819, 1.6278], [-0.4946, 1.4939, 2.0414], [-0.9630, 0.9813, 0.7778], [-2.1084, 1.4916, 0.1864], [-2.8285, 2.4742, 0.8721], [-2.3750, 2.9666, 2.1094], [-1.1762, 2.5192, 2.6835], [-0.4300, -2.4635, -0.3187], [-0.9535, -3.4213, -1.1633], [-0.7228, -3.3128, -4.9562], [-0.4310, -5.0296, -4.5606], [-1.9613, -4.5534, -5.3430], [-3.6382, -4.4384, -2.3388], [-3.3384, -5.3454, -3.8450], [-2.4844, -5.7905, -2.3470], [-1.4786, -1.4478, -3.9074], [-1.0065, 0.3129, -2.2254], [1.2873, 1.5181, 4.3352], [2.9043, -0.3824, 4.7528], [3.2682, -2.1220, 3.0289], [2.0721, -1.9784, 0.8193], [-2.4298, 1.0956, -0.7751], [-3.7541, 2.8516, 0.4310], [-2.9810, 3.7081, 2.6255], [-0.7756, 2.9404, 3.6088], [-0.0508, -2.7620, 0.6541], [-1.0172, -4.4678, -0.8585]],
  "nbo_charge": [-0.036, -0.257, -0.191, -0.226, -0.203, -0.225, -0.194, 0.225, 0.214, 0.211, 0.214, 0.224, -0.389, -0.465, -0.395, 0.211, -0.259, -0.104, -0.171, 0.179, -0.022, -0.052, -0.193, -0.192, -0.224, -0.194, 0.048, -0.120, -0.166, -0.221, -0.187, -0.219, -0.150, -0.264, 0.207, 0.178, 0.194, 0.205, 0.203, 0.174, 0.220, 0.229, 0.217, 0.216, 0.218, 0.226, 0.220, 0.217, 0.213, 0.217, 0.219, 0.219]
}


{
  "formula": "C27H24BeN7",
  "method": "wB97M-V/def2-TZVPD",
  "mol_weight_da": 455.55,
  "charge": 1,
  "spin_multiplicity": 1,
  "homo_lumo_gap_ha": 0.276,
  "symbols": ["Be", "C", "C", "C", "C", "C", "N", "C", "C", "C", "C", "C", "C", "C", "N", "C", "C", "C", "N", "C", "C", "N", "C", "C", "C", "N", "H", "H", "H", "H", "H", "H", "H", "H", "H", "H", "H", "H", "H", "H", "H", "H", "H", "H", "N", "C", "N", "C", "C", "C", "C", "C", "C", "H", "H", "H", "H", "H", "H"],
  "coordinates": [[0.2040, 0.2048, -0.6610], [3.2138, 5.7677, -2.9172], [2.4614, 4.7184, -2.1521], [1.3255, 5.0274, -1.4063], [0.6131, 4.0568, -0.7338], [1.0126, 2.7109, -0.7280], [0.2748, 1.7177, -0.1085], [-0.6742, 2.1031, 0.8435], [-0.3440, 2.7888, 2.0129], [-1.3091, 3.1340, 2.9384], [-2.6476, 2.7866, 2.7509], [-3.6901, 3.1231, 3.7775], [-2.9831, 2.0918, 1.5989], [-2.0149, 1.7749, 0.6536], [-2.4229, 1.1202, -0.5533], [-3.6539, 1.1092, -1.0977], [-3.6323, 0.2695, -2.1865], [-2.3211, -0.2037, -2.2336], [-1.5914, 0.3238, -1.2615], [2.1474, 2.4156, -1.4900], [2.8455, 3.3901, -2.1911], [2.6367, 1.0760, -1.5419], [3.8958, 0.6843, -1.7817], [3.9520, -0.6866, -1.6542], [2.6593, -1.0571, -1.3160], [1.8600, 0.0104, -1.2470], [2.9349, 6.7654, -2.5839], [3.0048, 5.7089, -3.9864], [4.2904, 5.6606, -2.7875], [0.9751, 6.0496, -1.3731], [-0.2836, 4.3339, -0.2023], [0.6926, 3.0480, 2.1762], [-1.0210, 3.6697, 3.8324], [-3.3096, 3.8487, 4.4930], [-3.9966, 2.2379, 4.3365], [-4.5825, 3.5427, 3.3141], [-4.0077, 1.7808, 1.4464], [-4.4460, 1.7026, -0.6820], [-4.4422, 0.0395, -2.8504], [-1.8765, -0.8864, -2.9390], [3.6914, 3.1032, -2.8015], [4.6648, 1.4041, -1.9899], [4.8089, -1.3196, -1.7758], [2.2806, -2.0382, -1.1013], [-0.3885, -3.1504, 1.3724], [-0.2017, -1.8247, 1.2531], [-0.0398, -1.4462, 0.0100], [-0.1216, -2.6118, -0.7549], [0.0036, -2.8121, -2.1288], [-0.1173, -4.1039, -2.5919], [-0.3505, -5.1830, -1.7200], [-0.4670, -4.9981, -0.3596], [-0.3477, -3.6887, 0.0964], [-0.5565, -3.6386, 2.2358], [-0.2014, -1.1605, 2.1000], [0.1985, -1.9985, -2.8119], [-0.0260, -4.2965, -3.6508], [-0.4335, -6.1797, -2.1272], [-0.6420, -5.8244, 0.3124]],
  "nbo_charge": [1.668, -0.627, -0.041, -0.165, -0.279, 0.245, -0.994, 0.210, -0.225, -0.198, -0.011, -0.630, -0.216, 0.070, -0.149, -0.002, -0.314, -0.009, -0.420, 0.046, -0.195, -0.125, 0.011, -0.322, -0.005, -0.487, 0.223, 0.225, 0.221, 0.218, 0.223, 0.228, 0.222, 0.225, 0.225, 0.225, 0.216, 0.238, 0.248, 0.223, 0.212, 0.240, 0.251, 0.229, -0.519, 0.273, -0.661, 0.040, -0.176, -0.217, -0.186, -0.237, 0.166, 0.439, 0.231, 0.220, 0.231, 0.233, 0.234]
}


{
  "formula": "C27H24Cl3N2O3Pt",
  "method": "wB97M-V/def2-TZVPD",
  "e_above_lowest_ev": 0.0000,
  "mol_weight_da": 725.94,
  "charge": 1,
  "spin_multiplicity": 1,
  "homo_lumo_gap_ha": 0.266,
  "symbols": ["Pt", "N", "C", "O", "C", "C", "H", "H", "H", "H", "H", "H", "Cl", "C", "C", "C", "Cl", "C", "C", "C", "C", "N", "C", "C", "O", "H", "H", "H", "H", "C", "C", "O", "C", "C", "C", "C", "C", "C", "H", "H", "H", "H", "H", "H", "H", "H", "Cl", "C", "C", "C", "C", "C", "C", "C", "H", "H", "H", "H", "H", "H"],
  "coordinates": [[1.0725, 0.2642, 0.8199], [2.4887, 1.5149, 4.3987], [2.2776, 1.1844, 3.1383], [1.1754, 0.6584, 2.8156], [3.2943, 1.4340, 2.0756], [3.0806, 0.4079, 0.9574], [1.7552, 1.3833, 5.0777], [3.3471, 1.9534, 4.6833], [4.3121, 1.4500, 2.4668], [3.0535, 2.4291, 1.6887], [3.5250, -0.5539, 1.2061], [3.5097, 0.7646, 0.0223], [0.9859, 5.1763, -0.4328], [0.9851, 3.7960, -1.4637], [0.9520, 3.9776, -2.8538], [0.9611, 2.9097, -3.7032], [0.9208, 3.1675, -5.4158], [1.0060, 1.5950, -3.1901], [1.0349, 0.4307, -3.9850], [1.0827, -0.7945, -3.3880], [1.0973, -0.8819, -1.9905], [1.0690, 0.1796, -1.2155], [1.0304, 1.4351, -1.7855], [1.0230, 2.5389, -0.8862], [1.0587, 2.3244, 0.3967], [0.9211, 4.9848, -3.2463], [1.0162, 0.5271, -5.0621], [1.1052, -1.7081, -3.9642], [1.1162, -1.8428, -1.5024], [-2.1450, -0.8145, -0.8748], [-2.1647, 0.1143, 0.2995], [-1.1272, 0.4894, 0.8493], [-3.4517, 0.6448, 0.7908], [-3.4460, 1.5652, 1.8407], [-4.6378, 2.0817, 2.3130], [-5.8414, 1.6837, 1.7422], [-5.8548, 0.7707, 0.6969], [-4.6627, 0.2514, 0.2211], [-1.1429, -1.1933, -1.0426], [-2.4917, -0.2764, -1.7605], [-2.8181, -1.6545, -0.7114], [-2.5008, 1.8704, 2.2681], [-4.6334, 2.7968, 3.1244], [-6.7732, 2.0895, 2.1140], [-6.7928, 0.4647, 0.2542], [-4.6836, -0.4593, -0.5942], [-1.5571, -3.2394, 1.2442], [-0.0668, -3.6292, 0.4279], [-0.0617, -4.7362, -0.4092], [1.1157, -5.1183, -1.0289], [2.2826, -4.4015, -0.7908], [2.2537, -3.2964, 0.0394], [1.0742, -2.8595, 0.6508], [1.0933, -1.6761, 1.5489], [-0.9740, -5.2994, -0.5495], [1.1268, -5.9872, -1.6730], [3.2140, -4.7073, -1.2486], [3.1688, -2.7413, 0.2171], [1.9975, -1.7605, 2.1527], [0.2437, -1.6776, 2.2264]],
  "nbo_charge": [1.339, -0.739, 0.720, -0.601, -0.552, -0.474, 0.427, 0.422, 0.241, 0.288, 0.203, 0.221, 0.044, -0.101, -0.194, -0.057, 0.030, -0.123, -0.074, -0.274, 0.081, -0.433, 0.164, 0.292, -0.747, 0.253, 0.248, 0.244, 0.243, -0.719, 0.636, -0.634, -0.131, -0.152, -0.215, -0.154, -0.217, -0.168, 0.224, 0.252, 0.257, 0.234, 0.227, 0.227, 0.228, 0.217, -0.002, -0.028, -0.224, -0.196, -0.209, -0.204, -0.092, -0.599, 0.238, 0.231, 0.228, 0.214, 0.205, 0.231]
}